(1)
ORCA calculation (wB97M-V/def2-TZVPD) on a 3-piece molecular cluster, C21H59N7O4P3S2 overall.

Computed properties:
**HOMO-LUMO gap**: 3.88 eV
**F_max**: 0.1380 hartree/bohr
**Total charge**: -1

Element x y z (Å)
C: 5.635 -1.456 2.075
C: 5.363 -0.564 0.699
N: 3.897 -0.229 0.689
C: 3.584 1.227 0.820
C: 2.497 1.469 2.067
C: 3.092 -0.980 -0.325
S: 2.364 -0.412 -1.745
S: 2.900 -2.855 -0.001
C: 1.260 -3.221 0.825
C: 0.056 -2.959 -0.267
C: -0.763 -1.550 -0.041
P: -1.415 -1.279 1.736
C: -1.888 0.566 1.403
O: -2.322 0.817 0.018
O: -2.410 2.089 -0.251
H: 4.672 -1.418 2.777
H: 5.740 -2.604 1.775
H: 6.586 -1.053 2.628
H: 6.097 0.335 0.566
H: 5.567 -1.312 -0.203
H: 3.278 1.794 -0.154
H: 4.580 1.763 1.202
H: 1.663 0.651 2.115
H: 2.085 2.573 1.961
H: 3.178 1.488 3.048
H: 1.251 -4.396 1.038
H: 1.096 -2.711 1.866
H: 0.587 -2.868 -1.325
H: -0.680 -3.893 -0.362
H: -1.729 -1.620 -0.738
H: -0.155 -0.592 -0.336
H: -0.073 -0.860 2.117
H: -1.807 -1.050 3.130
H: -2.753 -1.684 1.377
H: -1.151 -2.658 2.120
H: -0.929 1.201 1.717
H: -2.798 0.817 2.115
H: -1.887 2.647 0.396
O: -5.254 -2.618 2.329
P: -6.658 -2.680 2.981
N: -7.236 -3.859 1.907
C: -7.457 -3.665 0.486
C: -6.723 -5.205 2.160
N: -7.062 -1.065 2.638
C: -7.664 -0.604 1.401
C: -6.030 -0.097 3.033
N: -8.271 -2.750 3.730
C: -8.201 -3.347 5.064
C: -9.524 -3.130 3.089
H: -7.999 -4.522 0.066
H: -6.522 -3.533 -0.066
H: -8.110 -2.819 0.282
H: -7.451 -5.761 2.759
H: -5.780 -5.183 2.717
H: -6.535 -5.779 1.246
H: -7.034 -0.822 0.534
H: -7.841 0.479 1.419
H: -8.655 -1.035 1.254
H: -5.233 -0.021 2.281
H: -5.571 -0.388 3.983
H: -6.456 0.901 3.184
H: -8.077 -4.435 5.006
H: -9.096 -3.122 5.652
H: -7.348 -2.938 5.617
H: -9.609 -4.213 2.949
H: -9.667 -2.645 2.123
H: -10.373 -2.812 3.706
O: 6.370 3.306 -1.680
P: 5.430 3.623 -2.869
N: 5.792 2.184 -3.692
C: 7.079 1.849 -4.271
C: 5.168 0.991 -3.120
N: 6.264 5.019 -3.362
C: 7.400 5.034 -4.264
C: 6.533 5.966 -2.271
N: 4.351 3.986 -4.237
C: 2.948 3.932 -3.823
C: 4.475 3.510 -5.608
H: 6.993 0.950 -4.895
H: 7.846 1.677 -3.510
H: 7.433 2.611 -4.962
H: 4.246 0.770 -3.666
H: 4.906 1.134 -2.067
H: 5.805 0.101 -3.168
H: 8.238 4.449 -3.874
H: 7.761 6.056 -4.439
H: 7.128 4.672 -5.255
H: 7.422 5.681 -1.694
H: 5.684 6.013 -1.582
H: 6.683 6.981 -2.653
H: 2.608 2.896 -3.709
H: 2.297 4.442 -4.540
H: 2.817 4.439 -2.860
H: 4.160 2.466 -5.717
H: 5.489 3.606 -5.998
H: 3.846 4.112 -6.275

=====

(2)
ORCA calculation (wB97M-V/def2-TZVPD) on a 9-piece molecular cluster, C31H59FN2O9PS overall.

Computed properties:
**HOMO-LUMO gap**: 6.19 eV
**F_max**: 0.0427 hartree/bohr
**Total charge**: +1

Element x y z (Å)
C: 1.089 0.184 -1.814
C: 0.242 0.879 -2.901
F: 0.716 0.649 -4.172
C: 0.022 2.346 -2.637
C: -1.241 2.836 -2.308
P: -2.807 1.863 -2.218
C: -2.609 0.620 -0.867
O: -2.771 0.976 -3.621
C: -1.289 4.202 -2.050
N: -0.213 4.951 -2.109
N: 1.013 4.569 -2.446
C: 1.094 3.286 -2.708
S: 2.749 2.751 -3.131
H: 1.291 0.924 -1.040
H: 2.047 -0.051 -2.263
H: 0.589 -0.683 -1.403
H: -0.740 0.416 -2.860
H: -3.113 0.992 0.010
H: -1.576 0.350 -0.654
H: -3.166 -0.255 -1.206
H: -3.431 0.277 -3.560
H: -2.231 4.669 -1.793
H: -0.300 5.936 -1.885
H: 2.563 2.281 -4.377
C: 1.712 -4.061 -1.728
C: 3.035 -3.370 -1.531
O: 3.195 -2.551 -0.649
C: 4.152 -3.731 -2.477
H: 1.003 -3.709 -0.980
H: 1.317 -3.844 -2.719
H: 1.833 -5.139 -1.616
H: 3.860 -3.499 -3.503
H: 4.379 -4.795 -2.397
H: 5.044 -3.162 -2.222
C: -2.412 -6.607 -2.559
C: -1.880 -5.238 -2.893
O: -0.749 -5.077 -3.289
C: -2.822 -4.073 -2.708
H: -1.636 -7.348 -2.733
H: -2.709 -6.643 -1.510
H: -3.272 -6.839 -3.190
H: -3.134 -4.012 -1.664
H: -3.699 -4.195 -3.345
H: -2.310 -3.151 -2.981
C: 0.113 -3.978 2.470
C: -0.321 -5.238 1.761
O: -0.858 -5.200 0.678
C: -0.051 -6.545 2.462
H: -0.137 -3.114 1.858
H: -0.398 -3.896 3.430
H: 1.191 -3.995 2.634
H: -0.569 -6.568 3.422
H: 1.021 -6.666 2.628
H: -0.409 -7.367 1.846
C: 6.268 -3.320 1.150
C: 7.416 -3.609 0.216
O: 7.355 -3.341 -0.963
C: 8.646 -4.245 0.815
H: 5.450 -2.865 0.592
H: 5.914 -4.248 1.603
H: 6.591 -2.630 1.933
H: 8.392 -5.210 1.255
H: 9.063 -3.594 1.586
H: 9.391 -4.396 0.037
C: -2.517 4.649 1.912
C: -3.698 3.907 1.341
O: -3.569 3.124 0.416
C: -5.034 4.176 1.963
H: -1.610 4.364 1.378
H: -2.669 5.725 1.812
H: -2.402 4.403 2.967
H: -5.282 5.233 1.865
H: -5.007 3.912 3.019
H: -5.799 3.585 1.461
C: -5.723 4.954 7.182
C: -4.564 4.677 6.260
O: -4.647 4.866 5.065
C: -3.297 4.156 6.890
H: -6.567 5.323 6.603
H: -6.017 4.039 7.696
H: -5.441 5.707 7.919
H: -3.493 3.208 7.393
H: -2.917 4.876 7.615
H: -2.544 3.999 6.120
C: 7.936 1.618 0.611
C: 8.627 0.372 1.113
O: 8.547 0.028 2.269
C: 9.416 -0.424 0.104
H: 7.405 2.092 1.434
H: 8.671 2.317 0.211
H: 7.222 1.357 -0.172
H: 10.215 0.187 -0.319
H: 8.755 -0.768 -0.694
H: 9.857 -1.288 0.595
C: -5.897 3.632 -2.183
C: -7.316 3.929 -1.755
O: -7.774 3.450 -0.745
C: -8.130 4.843 -2.639
H: -5.435 2.968 -1.461
H: -5.893 3.151 -3.163
H: -5.319 4.559 -2.229
H: -8.222 4.413 -3.637
H: -7.648 5.820 -2.710
H: -9.123 4.968 -2.214

=====

(3)
ORCA calculation (wB97M-V/def2-TZVPD) on C15H12N5O4ReSSbSe4 as an isolated structure.

Computed properties:
**Relative energy (zero: lowest compared OMol25 entry of this formula, charge and spin)**: 26.32 kcal/mol
**HOMO-LUMO gap (alpha / beta)**: 5.93 / 5.81 eV
**F_max**: 0.0371 hartree/bohr
**Total charge**: 0
**Expectation value of S²**: 0.76
**Multiplicity**: 2

Element x y z (Å)
Re: 0.332 -0.121 -0.100
C: 2.005 3.881 0.027
C: 1.160 2.656 -0.032
N: 1.631 1.464 0.106
N: 2.975 1.271 0.308
C: 3.327 0.017 0.246
N: 4.622 -0.283 0.436
S: 2.268 -1.372 -0.092
C: -0.311 2.754 -0.204
C: -0.938 3.953 -0.490
C: -2.324 3.980 -0.583
C: -3.041 2.819 -0.365
C: -2.354 1.643 -0.102
N: -1.025 1.618 -0.037
H: 2.996 3.628 0.386
H: 1.551 4.623 0.684
H: 2.097 4.320 -0.970
H: 5.245 0.436 0.762
H: 4.903 -1.243 0.514
H: -0.356 4.850 -0.643
H: -2.832 4.906 -0.815
H: -4.121 2.805 -0.403
H: -2.853 0.695 0.083
O: 0.849 -0.714 -3.941
C: 0.280 -0.622 -2.889
O: 0.362 0.403 -2.048
C: -0.629 -1.701 -2.364
C: -1.161 -2.688 -3.157
C: -2.015 -3.609 -2.559
C: -2.347 -3.463 -1.228
C: -1.802 -2.419 -0.488
N: -0.899 -1.601 -1.051
C: -2.283 -2.041 0.910
O: -1.713 -2.563 1.899
O: -3.148 -1.159 0.861
H: -0.895 -2.725 -4.203
H: -2.437 -4.419 -3.140
H: -3.055 -4.123 -0.747
Se: -0.772 -3.699 4.618
Sb: -1.479 -1.356 4.635
Se: 0.354 -0.393 5.793
Se: -3.681 -0.628 4.455
Se: -0.182 -0.416 2.051

=====

(4)
ORCA calculation (wB97M-V/def2-TZVPD) on an isolated ion of composition C4H12NO2 and charge +1.

Computed properties:
**Relative energy (zero: lowest compared OMol25 entry of this formula, charge and spin)**: 95.14 kcal/mol
**HOMO-LUMO gap**: 10.87 eV
**F_max**: 0.1275 hartree/bohr
**Total charge**: +1
**SMILES string**: [NH3+][C@@H](CO)CCO

Element x y z (Å)
N: 1.102 -0.938 -0.793
C: 0.306 0.192 -0.177
C: 0.518 1.419 -1.042
O: 1.981 1.665 -1.027
C: -1.215 -0.115 0.042
C: -1.594 -0.558 1.543
O: -0.481 -1.246 2.089
H: 1.637 -0.883 -1.662
H: 1.690 -1.245 -0.035
H: 0.448 -1.782 -0.795
H: 0.980 0.419 0.856
H: 0.289 1.598 -2.262
H: -0.030 2.218 -0.571
H: 2.174 2.533 -1.530
H: -1.442 -1.088 -0.667
H: -1.777 0.686 -0.236
H: -2.400 -1.169 1.696
H: -1.543 0.456 2.378
H: -0.644 -2.163 2.195

=====

- What is the formula in the second record?
  C31H59FN2O9PS

=====

- F_max of number 4 (C4H12NO2)?
  0.1275 hartree/bohr